Record 1
110
Properties=species:S:1:pos:R:3:forces:R:3 method="wB97M-V/def2-TZVPD" e_above_lowest_kcal_mol=1.0 energy_ev=-132131.679 spin_multiplicity=4 total_charge=+1 homo_ev="-9.214 / -10.360" largest_force_ev_per_a=1.33 e_lumo_ev="-2.6 / -2.8"
V -0.1001 -0.7882 0.1410 0.450 -0.587 -1.105
Cl -1.6802 -3.5663 2.9691 0.066 0.098 0.077
Cl 1.0989 -4.2805 3.4507 -0.024 0.037 -0.003
Cl -0.7389 -6.2136 2.3579 0.004 -0.025 0.018
S 3.0171 0.7695 -1.7160 -0.039 0.040 -0.020
O 0.1615 -2.7514 0.8328 0.085 -0.012 0.149
O 0.4365 -4.8604 0.1155 0.025 0.072 -0.042
N 5.2311 -0.0704 -0.5937 0.003 0.063 -0.004
N -0.3939 -0.3527 2.1471 -0.083 0.117 0.871
N 1.8679 -2.8940 -2.3738 -0.001 -0.002 0.064
N -0.6095 1.2282 -0.5834 -0.066 0.219 -0.076
N 2.6120 4.2305 1.9902 -0.177 -0.012 0.007
N -2.2347 -1.0682 -0.2444 -0.337 -0.041 0.104
N 0.2956 -1.1883 -2.0597 -0.086 0.245 0.007
N 2.1090 -0.3902 1.1216 0.056 0.046 0.126
N 1.1539 2.3209 2.2146 0.062 -0.032 -0.093
N 2.8551 2.6911 3.7083 -0.061 0.072 0.074
N -4.2998 -2.0815 0.3811 0.093 -0.008 0.002
N 3.4211 -0.2882 0.7304 -0.047 -0.106 -0.070
N 0.8141 -1.9914 -4.2251 -0.011 -0.056 0.063
N -2.6551 -3.3284 -0.6239 0.118 -0.076 -0.016
C 2.1874 2.0585 4.8240 0.026 0.005 -0.011
C -3.0263 -2.1253 -0.1444 -0.048 0.080 -0.036
C 2.6164 -2.7260 -1.1505 -0.090 -0.031 0.014
C 1.9866 -2.0974 -5.0715 0.000 -0.027 -0.024
C -0.4411 -2.3013 -4.8740 -0.030 0.073 -0.024
C 4.1860 3.1827 3.9922 0.004 -0.047 -0.030
C -1.8444 -3.4476 -1.8240 -0.110 -0.011 0.081
C -3.0943 -4.5866 -0.0381 -0.018 0.015 -0.035
C -2.0411 1.4208 -0.2786 0.048 0.023 0.005
C -1.7806 -0.0833 4.0836 -0.019 0.014 -0.003
C 0.1213 2.8586 1.3489 0.057 0.008 0.024
C 2.1340 3.0634 2.5848 0.020 -0.025 0.007
C -0.4071 1.1924 -2.0599 -0.005 -0.041 0.093
C 0.1681 2.4229 -0.1236 -0.043 0.025 -0.017
C 2.0201 -4.2055 -2.9823 0.024 0.016 -0.002
C -2.9184 0.1999 -0.5382 0.016 -0.029 -0.018
C -1.5549 -0.0446 2.7198 0.005 -0.010 -0.029
C -0.7553 -0.5168 4.9006 -0.010 -0.039 -0.013
C 3.1328 -1.2483 3.1735 -0.006 -0.009 0.010
C 3.8954 0.1205 -0.4810 0.028 0.055 0.080
C 0.4611 -0.8318 4.3216 -0.053 0.056 0.016
C 0.6276 -0.6926 2.9505 0.116 -0.064 0.001
C 2.5978 5.4641 2.7540 0.062 0.001 0.010
C -5.4052 -2.7829 -0.2458 -0.005 -0.005 -0.010
C 1.9709 -0.7985 2.3357 -0.072 0.019 0.100
C 2.7016 4.3879 0.5560 -0.022 -0.007 -0.003
C 0.9563 -1.9977 -2.8380 0.000 -0.062 -0.004
C -0.3010 -4.5147 2.3612 0.073 0.013 0.037
C 0.1457 -4.0057 0.9355 -0.137 0.073 -0.268
C -0.5228 -0.1717 -2.7152 0.000 -0.030 -0.005
C -4.6088 -1.4263 1.6316 -0.031 0.026 -0.022
H -5.7366 -3.6448 0.3403 0.004 0.000 0.008
H 2.1009 -3.0916 -5.5180 0.003 -0.003 0.009
H 1.7882 6.1226 2.4202 0.001 0.000 -0.002
H -2.7480 0.1955 4.4779 0.003 -0.008 0.007
H 1.1958 2.2081 -0.3930 0.107 0.033 0.002
H 2.4676 -3.5859 -0.4987 -0.025 -0.047 0.029
H -3.2280 0.1984 -1.5893 0.011 -0.011 -0.023
H 4.1830 4.0161 4.7039 0.004 -0.002 0.004
H 0.1241 3.9548 1.3538 0.041 0.018 -0.027
H -3.8349 0.3460 0.0360 -0.064 0.004 0.023
H -2.4282 2.2644 -0.8655 -0.023 0.019 0.023
H -0.8908 -0.6070 5.9699 -0.003 0.005 -0.001
H 4.6719 3.5087 3.0767 -0.006 0.007 -0.001
H 2.8794 -1.8650 -4.4956 -0.003 0.001 -0.001
H 1.8179 4.8539 0.1049 -0.020 -0.014 0.000
H -3.8629 -5.0677 -0.6491 -0.001 -0.010 -0.011
H 3.6830 -2.6230 -1.3820 -0.003 -0.002 0.015
H -2.1198 1.7132 0.7635 0.009 -0.034 -0.003
H -5.1160 -3.1225 -1.2372 -0.003 -0.001 -0.001
H 2.6563 1.1045 5.0853 0.000 -0.021 -0.008
H -0.8055 -3.6728 -1.6057 0.142 -0.052 0.095
H 2.4408 5.2501 3.8089 -0.004 -0.002 -0.002
H -3.6986 -1.2737 2.2004 0.027 0.010 0.011
H -0.2320 -0.0274 -3.7582 0.012 -0.007 -0.016
H -6.2500 -2.0987 -0.3540 -0.001 0.004 0.004
H 2.2698 -1.8439 -0.6372 -0.027 -0.014 -0.065
H -1.1158 1.8826 -2.5348 0.002 0.004 -0.018
H 3.7300 -1.9834 2.6266 -0.003 -0.007 0.005
H 1.1502 1.8773 4.5613 -0.004 -0.006 -0.006
H -5.2603 -2.0766 2.2200 0.001 -0.004 0.000
H 4.1087 -0.5937 1.3997 -0.002 0.000 -0.023
H 5.8070 -0.3984 0.1634 -0.001 -0.016 -0.007
H 3.0421 -4.3587 -3.3401 0.001 0.004 -0.020
H -2.2608 -4.2538 -2.4341 -0.004 0.024 -0.013
H -0.4503 -3.3324 -5.2495 0.008 -0.002 0.006
H -0.8343 2.5759 1.7951 -0.006 0.021 0.021
H 1.2717 -1.1552 4.9523 0.001 0.021 0.009
H 2.2366 2.7006 5.7110 0.007 0.002 0.002
H -0.6092 -1.6335 -5.7233 0.011 -0.002 -0.002
H 1.9062 -1.3728 -5.8853 -0.012 -0.001 -0.001
H -1.5674 -0.4981 -2.7196 0.003 0.026 -0.017
H 3.5419 6.0054 2.6472 0.003 -0.001 -0.007
H 1.3345 -4.3279 -3.8155 -0.013 -0.003 0.001
H -2.2375 -5.2577 0.0252 0.012 0.002 0.004
H -2.3506 0.2284 2.0465 -0.011 0.007 -0.010
H 5.6819 0.3350 -1.3949 0.000 -0.018 -0.007
H -3.4787 -4.4227 0.9649 -0.008 -0.005 -0.041
H 4.7778 2.3776 4.4358 0.006 0.001 -0.005
H 2.8153 -1.7429 4.0811 -0.008 -0.017 0.017
H 3.5592 5.0268 0.3310 -0.005 0.005 0.000
H -1.2734 -2.1875 -4.1865 0.038 0.009 -0.043
H -1.9085 -2.5131 -2.3689 0.022 -0.003 0.042
H -0.1668 3.2684 -0.7409 -0.030 0.004 0.028
H -5.1266 -0.4690 1.5021 -0.002 0.008 -0.016
H 2.8765 3.4237 0.0843 -0.022 -0.055 -0.021
H 1.7915 -4.9666 -2.2328 -0.004 0.010 0.004
H 0.5913 1.5715 -2.2499 0.041 -0.010 -0.015
H 3.7723 -0.4042 3.4514 -0.009 0.013 0.006


Record 2
57
Properties=species:S:1:pos:R:3:forces:R:3 method="wB97M-V/def2-TZVPD" e_above_lowest_kcal_mol=53.6 energy_ev=-114038.723 homo_ev=-7.588 largest_force_ev_per_a=0.77 e_lumo_ev=-1.3
W -0.3231 0.5814 0.8251 -0.619 -0.198 0.407
Sb -3.6144 1.7016 0.2708 -0.015 -0.025 -0.001
S -1.3172 2.4060 -0.2647 0.018 0.111 -0.121
S -4.3811 0.8547 -1.6514 0.066 0.024 0.036
S 0.0931 2.1415 3.2507 0.272 -0.032 0.047
S -1.2000 -1.0609 2.4266 0.031 0.089 -0.067
S -3.0668 -0.6692 1.7766 0.014 0.019 -0.027
S 3.5575 0.9526 1.5531 -0.014 -0.020 0.022
O 0.1170 2.1330 4.6743 -0.036 0.026 -0.017
O 1.4476 -0.4389 -2.5378 0.037 -0.063 -0.140
O -1.0802 -0.4977 -0.4750 0.089 0.090 -0.179
O 1.3102 1.4011 0.2716 0.056 0.014 0.001
O -1.2311 1.8879 2.6283 0.009 -0.177 -0.146
N 4.3208 -1.4410 2.0644 0.011 -0.040 0.000
N 0.9906 1.0630 2.4652 -0.058 0.135 0.029
N 0.1478 1.8846 -4.7773 0.009 0.030 0.017
N 2.1060 -1.4820 1.4935 0.069 0.032 0.081
N -2.0873 2.0316 -4.0250 -0.034 -0.043 -0.053
N 0.8931 -1.1482 0.9692 0.003 -0.083 -0.085
N -0.5572 0.5705 -3.0735 -0.088 -0.041 -0.004
C 1.3099 1.0942 -4.4317 0.014 -0.007 -0.017
C -0.7923 -2.7222 0.1165 -0.024 0.007 -0.004
C -2.1633 -3.5057 -2.1568 -0.003 -0.006 -0.002
C 1.4371 5.8469 2.2792 0.002 -0.004 -0.003
C 1.9062 3.1712 1.7519 0.019 0.033 0.022
C 3.1423 -0.7789 1.6908 -0.077 0.091 -0.029
C 0.8947 3.5709 2.6066 -0.021 -0.037 0.027
C 0.7756 0.2918 -3.2316 0.017 0.058 0.148
C -1.0299 -4.0732 -0.1064 -0.007 -0.018 -0.015
C -1.2636 -1.7917 -0.7961 0.001 -0.022 0.060
C 0.0831 2.8297 -5.8600 -0.014 -0.003 -0.007
C -0.0551 -2.1774 1.2637 0.120 0.025 0.066
C -1.9517 -2.1564 -1.9416 0.001 0.007 -0.018
C 2.7005 4.1228 1.1357 0.000 -0.001 0.001
C -1.7119 -4.4611 -1.2462 0.003 0.004 0.007
C 0.6374 4.8979 2.8960 0.013 0.010 -0.005
C 2.4561 5.4603 1.4108 0.004 0.010 -0.002
C -0.8641 1.4939 -3.9622 0.059 -0.004 -0.005
C 1.9213 1.6743 1.5267 0.069 -0.024 -0.085
H -2.7834 1.6783 -3.3749 0.009 0.019 0.027
H -2.3771 2.6033 -4.7948 0.004 0.020 0.009
H 3.4851 3.8284 0.4508 -0.002 -0.010 0.002
H 4.1663 -2.4367 2.1402 0.007 -0.001 0.002
H 1.2710 6.8974 2.4752 -0.002 -0.001 0.002
H -0.6227 3.6283 -5.6279 -0.001 -0.004 0.002
H -0.1527 5.1789 3.5790 -0.001 -0.001 0.000
H -1.8964 -5.5104 -1.4337 0.004 -0.002 0.005
H 1.0599 3.2942 -5.9895 0.002 -0.004 0.001
H 4.7581 -1.0586 2.8913 -0.001 -0.002 -0.001
H 3.0676 6.2193 0.9408 -0.002 0.001 0.002
H -2.6976 -3.8254 -3.0420 -0.001 0.010 -0.001
H -0.2046 2.3664 -6.8091 -0.004 0.000 0.001
H -2.2965 -1.3845 -2.6129 0.000 -0.003 -0.003
H -0.6695 -4.8101 0.6010 0.002 0.006 0.004
H 0.3505 -2.9380 1.9280 0.001 -0.003 0.001
H 2.1621 1.7107 -4.1412 -0.010 0.007 0.011
H 1.6156 0.4194 -5.2355 -0.002 0.002 -0.002


Record 3
39
Properties=species:S:1:pos:R:3:forces:R:3 method="wB97M-V/def2-TZVPD" e_above_lowest_kcal_mol=11.4 energy_ev=-189956.975 total_charge=+2 homo_ev=-15.209 largest_force_ev_per_a=2.14 e_lumo_ev=-6.3
I 1.2140 -1.6277 -3.2394 -0.029 -0.556 -0.080
Br -6.0517 -0.2732 -0.2689 0.623 0.112 0.011
Br -1.4993 2.9241 5.3383 0.132 -0.203 -0.490
Ca 0.7342 0.0505 -0.5217 1.183 -0.710 -0.167
O 0.9784 -2.0064 -0.1188 0.126 -0.992 0.463
O 1.4427 1.4912 -1.8927 0.169 1.399 -1.613
N 0.1378 1.0960 1.3696 -0.460 0.521 0.767
N -1.4253 0.1996 -0.5867 -1.635 0.317 0.135
N 1.1107 -4.2351 0.1364 0.016 0.000 0.246
C -1.1802 1.0531 1.6354 -0.046 0.366 0.721
C 0.9408 1.7178 2.2291 0.081 0.158 0.325
C -2.1529 -0.1642 -1.6381 -0.383 -0.098 -0.271
C -4.1799 -0.0519 -0.4003 0.070 -0.029 -0.104
C 0.9945 -3.1411 -0.6010 0.139 -0.925 -0.290
C -0.8464 2.2066 3.7227 0.141 -0.023 -0.081
C 3.4811 0.7974 -0.8436 -0.119 0.157 -0.273
C 0.8765 -3.4047 -2.0904 0.028 0.213 -0.288
C -2.0438 0.5008 0.5673 -0.834 -0.133 -0.204
C 2.7831 1.9101 -1.6081 1.003 0.436 0.285
C 0.5062 2.3017 3.4034 -0.250 -0.006 0.104
C -1.6992 1.5824 2.8135 0.132 0.007 -0.002
C -3.4252 0.3678 0.6961 0.015 -0.061 -0.116
C -3.5268 -0.2969 -1.6088 -0.198 0.044 0.247
H 1.1911 2.8201 4.0533 0.122 -0.003 0.065
H -1.6031 -0.3425 -2.5574 -0.107 -0.081 0.015
H 1.1130 -5.1610 -0.2634 0.026 0.076 -0.072
H 1.1591 1.9177 -2.7110 -0.167 0.028 0.154
H 1.2035 -4.1730 1.1417 -0.061 0.104 -0.072
H -2.7515 1.5427 3.0336 -0.139 -0.028 -0.010
H 3.3175 2.1009 -2.5449 -0.127 0.044 0.200
H 2.8835 0.4905 0.0314 0.709 0.074 0.080
H 1.9910 1.7619 1.9626 0.033 0.002 0.072
H 3.6574 -0.0561 -1.5024 -0.069 -0.073 0.207
H -3.9332 0.5894 1.6203 0.014 0.015 0.083
H 4.4458 1.1547 -0.4879 -0.060 -0.081 0.147
H -4.0779 -0.5766 -2.4928 -0.009 -0.044 -0.052
H 1.6039 -4.1458 -2.4274 -0.112 0.119 0.065
H -0.1276 -3.7522 -2.3398 0.088 0.030 0.061
H 2.7580 2.8317 -1.0092 -0.048 -0.174 -0.269